Record 1
{"formula": "C3H5Cl2N", "method": "ωB97M-V/def2-TZVPD", "symbols": ["N", "C", "C", "C", "Cl", "Cl", "H", "H", "H", "H", "H"], "coordinates": [[-0.5487, -0.7135, -1.3481], [-0.6162, -0.1445, -0.0344], [0.4228, -0.5839, 0.9972], [0.4579, 0.8432, 0.4370], [1.7380, 1.1495, -0.7140], [0.0214, 2.2473, 1.4714], [-1.4506, -0.5662, -1.8558], [0.2029, -0.3303, -1.8640], [-1.7174, 0.0088, 0.2931], [1.3403, -1.1120, 0.5650], [0.1497, -0.7984, 2.0526]], "forces_ev_per_angstrom": [[-2.251, -0.282, 0.028], [-0.976, 0.078, 0.639], [1.128, 0.256, -0.465], [-1.183, -0.510, 0.748], [0.097, 0.401, 0.137], [0.245, -0.763, -0.603], [1.366, -0.077, 0.555], [0.739, 0.362, -0.747], [2.251, -0.094, -0.187], [-1.681, 0.260, 0.840], [0.265, 0.368, -0.944]], "lowdin_charge": [0.017, -0.411, -0.139, -1.176, 0.651, 0.562, 0.097, 0.003, 0.168, 0.118, 0.110], "e_homo_ev": -9.24, "smiles": "N[C@H]1CC1(Cl)Cl", "gap_ev": 10.07, "e_lumo_ha": 0.0304, "total_energy_ev": -29725.786, "e_above_lowest_kcal_mol": 19.07}

---

Record 2
{"formula": "C3H5Cl3", "method": "ωB97M-V/def2-TZVPD", "symbols": ["C", "C", "Cl", "C", "Cl", "Cl", "H", "H", "H", "H", "H"], "coordinates": [[-0.8486, 0.4742, 1.9437], [0.1594, 0.7827, 0.8529], [-0.6702, 1.9006, -0.3554], [0.4615, -0.6329, 0.2572], [1.7909, -0.6884, -0.8919], [-0.9652, -1.4723, -0.3562], [-0.8195, 1.1133, 2.7407], [-0.5477, -0.4886, 2.4323], [-1.7734, 0.3482, 1.5078], [1.1378, 1.0597, 1.2137], [0.7250, -1.3544, 1.0418]], "forces_ev_per_angstrom": [[2.520, -2.088, 0.092], [-1.000, -2.018, -0.739], [1.264, -0.634, 0.777], [-0.092, -0.300, 0.201], [0.109, 0.291, -0.305], [-0.520, 0.073, -0.651], [-0.288, 2.273, 1.691], [-0.341, 0.518, -0.502], [-2.115, -0.133, -0.579], [0.059, 1.099, -0.094], [0.403, 0.918, 0.107]], "lowdin_charge": [-0.166, -0.730, 0.568, -1.175, 0.587, 0.597, 0.050, 0.099, 0.026, 0.098, 0.047], "e_homo_ev": -10.97, "smiles": "C[C@H](Cl)C(Cl)Cl", "gap_ev": 11.71, "e_lumo_ha": 0.0269, "total_energy_ev": -40759.070, "e_above_lowest_kcal_mol": 13.11}

---

Record 3
{"formula": "C3H5Cl3OSi", "method": "ωB97M-V/def2-TZVPD", "symbols": ["C", "C", "Si", "Cl", "Cl", "Cl", "C", "O", "H", "H", "H", "H", "H"], "coordinates": [[-1.5396, -0.3934, 0.5112], [-0.1015, -0.0841, 0.3225], [0.4929, 0.8978, -1.4051], [-0.8352, 0.4725, -2.8211], [0.8285, 2.8790, -1.1901], [2.2443, 0.1181, -2.0372], [1.0977, -0.7101, 1.0117], [0.5834, 0.5162, 1.3350], [-1.8636, -0.1650, 1.5586], [-1.9138, -1.5090, 0.3805], [-2.0808, 0.2938, -0.0777], [1.0762, -1.3998, 1.9232], [2.0113, -0.9159, 0.4885]], "forces_ev_per_angstrom": [[-1.203, -2.394, 1.795], [1.396, -0.534, -2.621], [-0.312, -1.476, 2.183], [-0.926, 0.026, -0.849], [-0.258, 0.164, 0.185], [0.636, -0.213, -0.151], [-0.965, -2.754, 1.353], [1.277, 3.163, 1.879], [0.602, -0.087, -0.598], [1.059, 2.313, -0.301], [-1.084, 0.364, -0.937], [-0.764, 0.483, -1.523], [0.543, 0.946, -0.416]], "lowdin_charge": [-0.078, -0.543, -0.634, 0.363, 0.340, 0.341, -0.162, -0.084, 0.100, 0.130, 0.031, 0.139, 0.057], "e_homo_ev": -9.70, "smiles": "C[C@]1([Si](Cl)(Cl)Cl)CO1", "gap_ev": 10.28, "e_lumo_ha": 0.0214, "total_energy_ev": -50686.759, "e_above_lowest_kcal_mol": 15.54}

---

Record 4
{"formula": "C3H5ClF2", "method": "ωB97M-V/def2-TZVPD", "symbols": ["C", "C", "F", "Cl", "C", "F", "H", "H", "H", "H", "H"], "coordinates": [[0.6647, 0.5265, 1.0093], [0.3886, -0.4134, -0.1497], [0.4795, -1.7546, 0.2780], [1.5642, -0.1941, -1.4820], [-1.0237, -0.2251, -0.7636], [-1.1495, 0.9973, -1.3220], [0.4171, 1.5668, 0.6974], [1.7040, 0.4634, 1.3856], [-0.0205, 0.3505, 1.8225], [-1.2660, -1.0331, -1.4674], [-1.7584, -0.2842, -0.0081]], "forces_ev_per_angstrom": [[0.284, 0.825, -0.399], [-0.417, -0.482, -0.067], [-0.187, 1.160, -0.318], [0.021, -0.057, 0.312], [0.752, -1.287, 0.123], [0.137, 0.853, -0.657], [0.522, -0.662, -0.037], [-0.595, 0.012, -0.394], [-0.247, -0.523, 0.308], [0.467, 0.321, -0.161], [-0.737, -0.159, 1.288]], "lowdin_charge": [-0.072, -0.831, -0.044, 0.688, -0.234, -0.023, 0.100, 0.094, 0.080, 0.131, 0.112], "e_homo_ev": -11.20, "smiles": "C[C@](F)(Cl)CF", "gap_ev": 12.10, "e_lumo_ha": 0.0332, "total_energy_ev": -21149.472, "e_above_lowest_kcal_mol": 0.00}

---

Record 5
{"formula": "C3H5ClFNO2", "method": "ωB97M-V/def2-TZVPD", "symbols": ["N", "C", "C", "O", "O", "C", "F", "Cl", "H", "H", "H", "H", "H"], "coordinates": [[0.1855, 1.4556, -0.0143], [-0.0198, 0.0793, 0.3729], [-1.3989, -0.6623, -0.0722], [-1.5318, -1.8076, -0.2655], [-2.2884, 0.1847, -0.4879], [1.0873, -0.8074, 0.1870], [2.1748, -0.6613, 1.0976], [1.7085, -0.4459, -1.4000], [0.2848, 1.4766, -1.0975], [1.0479, 1.8514, 0.5285], [-0.0107, 0.0082, 1.5045], [-1.7014, 1.1229, -0.5352], [0.4622, -1.7939, 0.1822]], "forces_ev_per_angstrom": [[0.205, 0.755, -1.058], [-1.367, 0.651, 3.636], [2.257, 2.760, -1.216], [0.263, -3.056, 0.854], [1.268, 5.044, -0.332], [0.607, -2.873, -0.967], [-1.912, -0.354, -0.884], [1.030, -0.900, -1.115], [0.545, 0.276, 2.701], [-2.180, -0.827, -1.813], [-0.784, 0.620, -0.683], [-2.509, -2.718, 0.554], [2.578, 0.623, 0.323]], "lowdin_charge": [-0.019, -0.421, -0.546, 0.143, 0.105, -0.701, -0.059, 0.740, 0.092, 0.148, 0.180, 0.190, 0.147], "e_homo_ev": -10.58, "smiles": "N[C@@H](C(=O)O)[C@H](F)Cl", "gap_ev": 11.01, "e_lumo_ha": 0.0156, "total_energy_ev": -24015.676, "e_above_lowest_kcal_mol": 43.45}

---

Record 6
{"formula": "C3H5ClI2Si", "method": "ωB97M-V/def2-TZVPD", "symbols": ["C", "C", "I", "C", "I", "Si", "Cl", "H", "H", "H", "H", "H"], "coordinates": [[1.3680, -0.8712, 0.1486], [0.9060, 0.5483, 0.4231], [2.4439, 1.8215, 1.0459], [-0.3473, 0.9503, 0.2438], [-0.9920, 2.9189, 0.4870], [-1.6949, -0.1845, -0.3597], [-1.6492, -0.2615, -2.4123], [0.9410, -1.2374, -0.7924], [2.4534, -0.9299, 0.0698], [1.0493, -1.5395, 0.9566], [-1.4816, -1.5592, 0.1242], [-2.9967, 0.3442, 0.0656]], "forces_ev_per_angstrom": [[-0.102, -0.028, 0.002], [0.264, -0.222, -0.128], [0.026, 0.029, 0.073], [-0.100, 0.041, -0.084], [-0.022, 0.070, 0.042], [0.005, -0.048, 0.126], [-0.003, 0.018, -0.100], [0.052, 0.041, 0.167], [-0.140, 0.034, 0.005], [0.068, 0.097, -0.102], [-0.030, 0.003, 0.021], [-0.017, -0.034, -0.023]], "lowdin_charge": [-0.193, -0.924, 0.848, -1.008, 0.805, 0.135, 0.246, 0.061, 0.046, 0.085, -0.043, -0.058], "e_homo_ev": -9.10, "gap_ev": 9.12, "e_lumo_ha": 0.0007, "total_energy_ev": -39794.068}

---

Record 7
{"formula": "C3H5ClN2", "method": "ωB97M-V/def2-TZVPD", "symbols": ["C", "C", "N", "H", "H", "H", "C", "N", "Cl", "H", "H"], "coordinates": [[-0.8181, 1.0817, 0.6477], [-0.1410, 2.1512, 0.9046], [0.3233, 3.2139, 1.2675], [-0.8723, 0.2809, 1.3586], [-1.3247, 0.9326, -0.2871], [1.2941, 3.4504, 1.1165], [0.0204, -2.2083, -0.9042], [-0.6447, -1.7582, 0.0566], [-1.3104, -2.8833, 1.1679], [0.2161, -3.2582, -1.1116], [0.4301, -1.4753, -1.5817]], "forces_ev_per_angstrom": [[-0.357, -0.553, -0.210], [0.202, 0.636, 0.336], [-0.077, 0.534, 0.120], [0.092, -0.056, 0.209], [-0.027, 0.102, -0.218], [0.167, -0.275, -0.139], [0.203, -0.685, -0.254], [-0.289, 0.452, 0.251], [0.085, -0.321, -0.110], [-0.058, -0.088, 0.127], [0.059, 0.253, -0.113]], "lowdin_charge": [-0.037, -0.284, 0.132, 0.030, 0.049, 0.064, -0.148, -0.488, 0.542, 0.067, 0.072], "e_homo_ev": -8.73, "smiles": "C=C=N.C=NCl", "gap_ev": 9.56, "e_lumo_ha": 0.0307, "total_energy_ev": -18691.497, "e_above_lowest_kcal_mol": 60.30}

---

Record 8
{"formula": "C3H5ClN2", "method": "ωB97M-V/def2-TZVPD", "symbols": ["C", "C", "C", "N", "N", "Cl", "H", "H", "H", "H", "H"], "coordinates": [[-0.8493, -1.1163, 0.2515], [-0.7726, 0.3958, 0.2096], [0.3744, 0.6494, -0.6291], [0.9372, 1.0669, -1.6593], [1.7538, 0.5610, -0.5568], [3.2510, 1.7824, 0.3042], [-1.5724, -1.6466, 0.9960], [0.1455, -1.4931, 0.5353], [-1.0834, -1.7626, -0.6142], [-0.5148, 0.6409, 1.2482], [-1.6696, 0.9223, -0.0853]], "forces_ev_per_angstrom": [[-0.925, -3.694, 1.231], [-0.596, -0.784, 0.648], [0.562, 1.996, 1.529], [0.305, 0.360, -0.770], [1.524, -1.491, -0.702], [-1.720, -0.076, -0.280], [1.111, 1.743, -0.735], [-0.229, 0.151, 0.146], [0.062, 1.262, -0.471], [0.043, 0.511, -0.361], [-0.136, 0.022, -0.232]], "lowdin_charge": [-0.120, -0.157, -0.392, 0.213, -0.173, 0.100, 0.113, 0.079, 0.082, 0.137, 0.119], "e_homo_ev": [-9.34, -9.34], "smiles": "CCC1=NN1Cl", "gap_ev": [8.44, 8.38], "e_lumo_ha": [-0.0330, -0.0354], "total_energy_ev": -18689.900, "e_above_lowest_kcal_mol": 97.13}

---

Number 8 is which compound?
C3H5ClN2

---

Repeat the third record exactly.
{"formula": "C3H5Cl3OSi", "method": "ωB97M-V/def2-TZVPD", "symbols": ["C", "C", "Si", "Cl", "Cl", "Cl", "C", "O", "H", "H", "H", "H", "H"], "coordinates": [[-1.5396, -0.3934, 0.5112], [-0.1015, -0.0841, 0.3225], [0.4929, 0.8978, -1.4051], [-0.8352, 0.4725, -2.8211], [0.8285, 2.8790, -1.1901], [2.2443, 0.1181, -2.0372], [1.0977, -0.7101, 1.0117], [0.5834, 0.5162, 1.3350], [-1.8636, -0.1650, 1.5586], [-1.9138, -1.5090, 0.3805], [-2.0808, 0.2938, -0.0777], [1.0762, -1.3998, 1.9232], [2.0113, -0.9159, 0.4885]], "forces_ev_per_angstrom": [[-1.203, -2.394, 1.795], [1.396, -0.534, -2.621], [-0.312, -1.476, 2.183], [-0.926, 0.026, -0.849], [-0.258, 0.164, 0.185], [0.636, -0.213, -0.151], [-0.965, -2.754, 1.353], [1.277, 3.163, 1.879], [0.602, -0.087, -0.598], [1.059, 2.313, -0.301], [-1.084, 0.364, -0.937], [-0.764, 0.483, -1.523], [0.543, 0.946, -0.416]], "lowdin_charge": [-0.078, -0.543, -0.634, 0.363, 0.340, 0.341, -0.162, -0.084, 0.100, 0.130, 0.031, 0.139, 0.057], "e_homo_ev": -9.70, "smiles": "C[C@]1([Si](Cl)(Cl)Cl)CO1", "gap_ev": 10.28, "e_lumo_ha": 0.0214, "total_energy_ev": -50686.759, "e_above_lowest_kcal_mol": 15.54}

---

Please write out number 4 again, unchanged.
{"formula": "C3H5ClF2", "method": "ωB97M-V/def2-TZVPD", "symbols": ["C", "C", "F", "Cl", "C", "F", "H", "H", "H", "H", "H"], "coordinates": [[0.6647, 0.5265, 1.0093], [0.3886, -0.4134, -0.1497], [0.4795, -1.7546, 0.2780], [1.5642, -0.1941, -1.4820], [-1.0237, -0.2251, -0.7636], [-1.1495, 0.9973, -1.3220], [0.4171, 1.5668, 0.6974], [1.7040, 0.4634, 1.3856], [-0.0205, 0.3505, 1.8225], [-1.2660, -1.0331, -1.4674], [-1.7584, -0.2842, -0.0081]], "forces_ev_per_angstrom": [[0.284, 0.825, -0.399], [-0.417, -0.482, -0.067], [-0.187, 1.160, -0.318], [0.021, -0.057, 0.312], [0.752, -1.287, 0.123], [0.137, 0.853, -0.657], [0.522, -0.662, -0.037], [-0.595, 0.012, -0.394], [-0.247, -0.523, 0.308], [0.467, 0.321, -0.161], [-0.737, -0.159, 1.288]], "lowdin_charge": [-0.072, -0.831, -0.044, 0.688, -0.234, -0.023, 0.100, 0.094, 0.080, 0.131, 0.112], "e_homo_ev": -11.20, "smiles": "C[C@](F)(Cl)CF", "gap_ev": 12.10, "e_lumo_ha": 0.0332, "total_energy_ev": -21149.472, "e_above_lowest_kcal_mol": 0.00}